[1]
DFT (wB97M-V/def2-TZVPD) results for an isolated molecule of C17H13Cl5N4O4S.

The geometry in ORCA input format:
```
! wB97M-V def2-TZVPD RIJCOSX def2/J DEFGRID3
* xyz 0 1
C -1.4064 1.9751 -8.0339
H -1.9738 1.0510 -8.1779
O -0.1590 1.7237 -7.4247
C -0.1423 1.1628 -6.1962
C -1.2588 0.8153 -5.4624
C -1.1348 0.2365 -4.1920
C 0.1393 -0.0160 -3.6342
C 1.2562 0.3593 -4.3946
C 1.1237 0.9311 -5.6328
H 1.9945 1.2171 -6.2003
H 2.2384 0.1897 -3.9878
N 0.2346 -0.5860 -2.3864
C 1.2895 -1.0631 -1.6860
S 2.8176 -1.3395 -2.2390
N 1.0230 -1.4186 -0.3935
H 1.8062 -1.8544 0.0760
C -0.0721 -1.0183 0.4468
N 0.3966 -0.3181 1.6076
C 0.1607 1.0163 1.7610
O -0.3656 1.6774 0.8945
C 0.6569 1.6184 3.0334
C 0.6130 1.0171 4.2917
C 1.0796 1.6852 5.4134
C 1.5998 2.9637 5.2846
C 1.6368 3.5910 4.0468
C 1.1579 2.9172 2.9428
H 1.1592 3.3874 1.9714
H 2.0287 4.5910 3.9561
Cl 2.1885 3.7770 6.6803
H 1.0337 1.2118 6.3811
Cl -0.0741 -0.5525 4.5410
H 0.8332 -0.8530 2.3443
C -0.8911 -2.2582 0.8716
Cl -2.2688 -1.7588 1.8677
Cl 0.1446 -3.3547 1.8191
Cl -1.4695 -3.1121 -0.5684
H -0.7354 -0.3186 -0.0812
H -0.6947 -0.7156 -1.9675
N -2.3585 -0.0662 -3.5343
O -3.3971 0.0948 -4.1395
O -2.3319 -0.4810 -2.3736
H -2.2591 0.9800 -5.8298
H -2.0016 2.6818 -7.4482
H -1.1760 2.4129 -9.0032
*
```

E_LUMO (eV): -0.939
Frontier orbital gap (eV): 7.448
SMILES: COc1ccc(NC(=S)N[C@H](NC(=O)c2ccc(Cl)cc2Cl)C(Cl)(Cl)Cl)c([N+](=O)[O-])c1

---

[2]
DFT (wB97M-V/def2-TZVPD) results for C17H13CrF3I2N4O8S2 as an isolated structure.

The geometry in ORCA input format:
```
! wB97M-V def2-TZVPD RIJCOSX def2/J DEFGRID3
* xyz -1 4
Cr 0.4345 -0.9734 -0.0426
O 5.9881 -1.0440 2.2378
C 4.7331 -1.1750 1.7535
C 3.6129 -1.1837 2.5914
C 2.3754 -1.2259 1.9989
N 2.2536 -1.2433 0.6784
C 3.3008 -1.4028 -0.1186
C 4.5824 -1.3572 0.3797
C 2.8734 -1.7385 -1.5431
O 3.7046 -2.0922 -2.3529
O 1.5909 -1.6524 -1.6950
C 1.0228 -1.3525 2.6908
O 0.9565 -1.4558 3.8982
O 0.0370 -1.3668 1.8459
H 5.9537 -0.8443 3.1787
H 3.6876 -1.1620 3.6717
H 5.4326 -1.4237 -0.2840
I 2.3041 1.6011 -2.6906
I 4.7697 3.2502 -2.7013
C 0.3961 1.0274 0.7124
C -0.9943 1.3718 1.1106
C -1.5190 1.0581 2.3704
C -2.8312 1.3482 2.6948
C -3.6516 2.0088 1.7816
C -3.1348 2.3747 0.5412
C -1.8300 2.0566 0.2229
C -5.0065 2.3550 2.1323
N -6.0839 2.6376 2.4214
H 1.0442 1.0280 1.5882
H 0.7555 1.7681 -0.0045
H -0.8933 0.5664 3.1027
H -3.2292 1.0617 3.6593
H -3.7653 2.9103 -0.1585
H -1.4264 2.3643 -0.7323
F -3.3491 -2.1653 -2.4675
C -2.3967 -3.0356 -2.0613
F -1.4098 -2.9838 -2.9547
F -2.9235 -4.2565 -2.0632
S -1.7864 -2.5324 -0.3994
O -0.4653 -3.1412 -0.2925
O -2.8235 -2.9121 0.5021
O -1.6104 -1.0664 -0.6390
N -0.7417 2.7633 -3.2580
C -1.0157 1.4859 -3.0299
N -2.2957 1.0853 -3.0204
S 0.1493 0.2506 -2.7654
H -1.4689 3.4068 -3.5220
H 0.2213 3.0354 -3.4090
H -3.0367 1.7680 -2.9974
H -2.4913 0.2030 -2.5619
*
```

E_LUMO (alpha / beta) (eV): 1.667 / 1.668
Frontier orbital gap (alpha / beta) (eV): 7.726 / 7.709
⟨S²⟩: 3.847
Energy above the lowest of the compared OMol25 structures with the same formula, charge and spin (kJ/mol): 67.5

---

[3]
DFT (wB97M-V/def2-TZVPD) results for C17H13F3N4O3S3W as an isolated structure.

The geometry in ORCA input format:
```
! wB97M-V def2-TZVPD RIJCOSX def2/J DEFGRID3
* xyz 2 1
W 1.5886 -1.3317 -1.1416
C 0.6681 -2.7028 3.0443
C 0.7434 -2.4249 1.5870
N 1.7559 -1.8797 0.9956
N 2.8116 -1.6002 1.8145
C 3.7928 -1.0310 1.2184
N 4.9169 -0.7133 1.8689
S 3.7643 -0.6712 -0.4929
C -0.3641 -2.7932 0.7212
C -1.4741 -3.4595 1.1847
C -2.4493 -3.8616 0.2794
C -2.2663 -3.5790 -1.0565
C -1.1364 -2.8860 -1.4564
N -0.2074 -2.4925 -0.5786
H 1.5455 -2.3548 3.5694
H 0.5569 -3.7789 3.2019
H -0.2219 -2.2185 3.4544
H 5.0107 -0.9534 2.8439
H 5.7012 -0.2910 1.4023
H -1.5698 -3.6753 2.2384
H -3.3267 -4.3949 0.6197
H -2.9830 -3.8844 -1.8055
H -0.9790 -2.6412 -2.4886
F -2.2060 7.1885 0.6166
C -2.8880 6.2565 -0.0391
F -3.2155 6.7323 -1.2394
F -4.0116 6.0000 0.6320
C -2.0837 4.9729 -0.1949
C -0.7984 4.8792 0.3327
C -0.1025 3.7003 0.1983
C -0.7120 2.6071 -0.4656
C -2.0140 2.7273 -1.0143
C -2.6881 3.9116 -0.8753
C -0.0368 1.4103 -0.5680
C 0.5699 0.3240 -0.6994
H -0.3573 5.7254 0.8398
H 0.8992 3.6003 0.5940
H -2.4602 1.8927 -1.5377
H -3.6821 4.0296 -1.2872
O 0.6281 -1.6180 -2.9545
S 2.0086 -2.0692 -3.5075
O 2.7599 -0.9090 -2.8000
O 2.1652 -2.2097 -4.8914
S 2.3473 -3.5327 -2.1632
*
```

E_LUMO (alpha / beta) (eV): -9.037 / -9.769
Frontier orbital gap (alpha / beta) (eV): 6.255 / 5.405
Energy above the lowest of the compared OMol25 structures with the same formula, charge and spin (kJ/mol): 6.1

---

[4]
DFT (wB97M-V/def2-TZVPD) results for C17H13N5O5ReS3 as an isolated structure.

The geometry in ORCA input format:
```
! wB97M-V def2-TZVPD RIJCOSX def2/J DEFGRID3
* xyz 1 1
Re -0.2139 -0.4831 0.4283
O 0.9041 -3.6829 -1.0889
N 0.5146 -2.6837 -0.6174
O 0.2121 -2.5301 0.6395
O 0.3532 -1.5726 -1.2771
S 1.3619 1.1797 4.5680
C 0.5089 0.4099 3.3540
N 0.0951 0.1183 2.3109
N 6.7751 6.3832 1.9291
C 5.6883 5.5916 2.0547
C 4.6057 5.9910 2.8658
C 3.4981 5.1942 2.9908
C 3.4437 3.9789 2.2987
C 4.5063 3.5649 1.4901
C 5.6148 4.3636 1.3680
S 2.0551 2.9905 2.4512
O 2.5150 2.0094 3.6670
O 0.9061 3.7385 2.8562
N 1.9396 1.9751 1.3066
C 1.2173 2.2770 0.1864
S 1.4214 3.7004 -0.7576
C 0.2475 3.1386 -1.8806
C -0.2041 1.9290 -1.5095
N 0.3359 1.4374 -0.3300
H 6.8520 7.2414 2.4433
H 7.5672 6.0928 1.3857
H 4.6525 6.9378 3.3878
H 2.6636 5.5047 3.6049
H 4.4485 2.6214 0.9637
H 6.4396 4.0525 0.7403
H -0.0366 3.7166 -2.7430
H -0.9342 1.3329 -2.0330
C -1.8933 -0.1797 0.3782
C -3.2945 0.1331 0.3594
C -3.7020 1.4561 0.5541
C -5.0503 1.7663 0.5335
C -5.9900 0.7663 0.3182
C -5.5862 -0.5487 0.1240
C -4.2411 -0.8716 0.1443
H -2.9596 2.2253 0.7257
H -5.3704 2.7878 0.6874
H -7.0432 1.0127 0.3030
H -6.3224 -1.3233 -0.0418
H -3.9153 -1.8927 -0.0028
*
```

E_LUMO (eV): -3.946
Frontier orbital gap (eV): 7.019
Energy above the lowest of the compared OMol25 structures with the same formula, charge and spin (kJ/mol): 78.7

---

[5]
DFT (wB97M-V/def2-TZVPD) results for an isolated molecule of C17H14BCl2N3O4.

The geometry in ORCA input format:
```
! wB97M-V def2-TZVPD RIJCOSX def2/J DEFGRID3
* xyz 0 1
O 0.2841 -3.8326 -2.9412
O 2.2565 -4.3726 -3.7044
Cl 5.0435 0.1381 -2.5223
Cl 3.8137 -2.0320 -4.2638
N 0.3877 -2.7876 -0.4408
O -2.4609 4.7063 -1.2656
O -3.0476 5.1390 1.0714
B -2.2975 4.4828 0.0825
C 0.1621 -2.0601 0.6265
C -1.1848 3.0426 1.8785
C -0.7190 2.5129 -0.4051
C 2.9549 -0.2864 -0.8366
C -0.4957 1.9408 2.2932
C 0.0270 1.4548 -0.0182
C 3.5835 -0.6546 -2.0223
C 3.0848 -1.7298 -2.7638
C 1.4738 -2.2298 -1.0649
C -1.2903 3.3416 0.5411
C 1.8948 -1.0874 -0.3393
C 2.1031 -2.5708 -2.2681
C 0.1544 1.1530 1.3327
N 1.0738 -1.0412 0.7918
N 1.5174 -3.6870 -3.0105
C 0.9744 -0.0146 1.8041
C -2.0774 -3.3027 0.9251
C -2.3300 -1.7972 1.1633
C -0.9926 -2.3815 1.5521
H -3.0838 5.4115 -1.5486
H -3.5934 5.8861 0.7417
H -1.6039 3.7079 2.5996
H -0.8563 2.8208 -1.4322
H 3.2994 0.6072 -0.3409
H -0.3645 1.7471 3.3405
H 0.5035 0.7632 -0.6871
H 1.9568 0.2944 2.1033
H 0.5357 -0.4868 2.6978
H -2.5330 -4.0386 1.5803
H -1.9315 -3.6766 -0.1032
H -2.3979 -1.1482 0.2484
H -3.0523 -1.5290 1.9806
H -0.7726 -2.4031 2.6244
*
```

E_LUMO (eV): -0.413
Frontier orbital gap (eV): 8.414
SMILES: O=[N+]([O-])c1c(Cl)c(Cl)cc2c1nc(C1CC1)n2Cc1ccc(B(O)O)cc1
Energy above the lowest of the compared OMol25 structures with the same formula, charge and spin (kJ/mol): 12.9

---

[6]
DFT (wB97M-V/def2-TZVPD) results for C17H14BF6N8NaS2Sb as an isolated structure.

The geometry in ORCA input format:
```
! wB97M-V def2-TZVPD RIJCOSX def2/J DEFGRID3
* xyz -2 2
Na -0.0067 -0.1983 -0.8642
S 1.0593 2.8669 0.9124
C -0.2247 3.5759 1.7699
S -1.5655 2.6779 1.2324
C -0.1967 4.6133 2.6853
C -1.3944 5.0606 3.3142
N -2.3536 5.4365 3.8349
C 1.0244 5.2719 3.0085
N 2.0047 5.8151 3.2843
B 2.9642 -1.8355 1.0099
N 1.6151 -2.6136 1.2516
C 1.3926 -3.4595 2.2640
C 0.0840 -3.9031 2.1923
C -0.4149 -3.2502 1.0606
N 0.5071 -2.4724 0.4986
N 3.0926 -1.4487 -0.4832
C 4.0142 -1.8873 -1.3515
C 3.8567 -1.2146 -2.5468
C 2.7859 -0.3459 -2.2942
N 2.3389 -0.4863 -1.0514
H 3.8777 -2.6064 1.2512
H 3.0032 -0.8531 1.7147
H 2.1867 -3.6779 2.9600
H -0.4238 -4.5834 2.8548
H -1.4007 -3.3027 0.6273
H 4.7106 -2.6500 -1.0442
H 4.4178 -1.3360 -3.4571
H 2.3102 0.3553 -2.9620
N -4.3072 -1.6506 0.1368
C -3.2040 -1.2194 -0.5486
N -2.2621 -0.7686 0.2224
C -2.7665 -0.8913 1.5115
C -2.1656 -0.5585 2.7230
C -2.8830 -0.7956 3.8770
C -4.1747 -1.3494 3.8331
C -4.7798 -1.6869 2.6379
C -4.0455 -1.4451 1.4800
H -5.1469 -2.0054 -0.2782
H -3.1558 -1.2633 -1.6237
H -1.1761 -0.1211 2.7383
H -2.4458 -0.5424 4.8338
H -4.7095 -1.5131 4.7608
H -5.7753 -2.1120 2.6128
F -0.9133 1.0826 -2.2688
Sb -1.4384 0.3066 -3.9441
F 0.3609 0.3736 -4.5036
F -1.7614 2.0129 -4.6617
F -1.9438 -0.5605 -5.5324
F -3.2093 0.1966 -3.2837
F -1.0970 -1.3417 -3.0430
*
```

E_LUMO (alpha / beta) (eV): 3.734 / 3.715
Frontier orbital gap (alpha / beta) (eV): 6.577 / 6.821
⟨S²⟩: 0.756
Energy above the lowest of the compared OMol25 structures with the same formula, charge and spin (kJ/mol): 7.2